(1)
This record from the OMol25 dataset describes 12 unconnected molecules or ions with the total composition C48H82O19 in a non-equilibrium geometry. The level of theory is ωB97M-V with the def2-TZVPD basis set.

As for the relative energy (zero: lowest compared OMol25 entry of this formula, charge and spin): 172.8 kcal/mol. As for the SMILES: O=C1CCCO1.O=C1CCCO1.O=C1CCCO1.O=C1CCCO1.O=C1CCCO1.O=C1CCCO1.O=C1CCCO1.C1CCOC1.C1CCOC1.C1CCOC1.C1CCOC1.C1CCOC1. The value obtained for the lowest unoccupied orbital energy is 0.0020 Ha. The value obtained for the total energy is -3307.45213 Ha.

```
! wB97M-V def2-TZVPD RIJCOSX def2/J DEFGRID3
* xyz 0 1
O 16.727 -0.147 19.880
C 15.948 0.612 19.480
C 16.338 1.794 18.583
C 15.017 2.469 18.343
C 13.993 1.476 18.923
O 14.694 0.687 19.862
H 17.097 2.492 18.936
H 16.659 1.225 17.710
H 14.965 3.460 18.793
H 14.948 2.520 17.256
H 13.100 1.999 19.263
H 13.628 0.801 18.149
O 18.519 14.491 18.703
C 18.596 15.606 18.101
C 18.140 17.005 18.585
C 18.083 17.866 17.407
C 18.873 17.106 16.341
O 18.948 15.739 16.784
H 17.200 16.804 19.099
H 18.928 17.389 19.234
H 17.055 17.982 17.066
H 18.507 18.829 17.694
H 18.405 17.127 15.357
H 19.879 17.506 16.211
O 27.216 1.050 12.140
C 27.030 2.212 12.489
C 27.921 3.426 12.354
C 27.038 4.532 12.863
C 25.923 3.835 13.684
O 25.874 2.507 13.055
H 28.786 3.172 12.966
H 28.230 3.728 11.353
H 27.652 5.204 13.462
H 26.597 5.195 12.119
H 26.260 3.990 14.709
H 25.041 4.472 13.611
O 18.528 6.639 12.403
C 18.206 7.596 13.083
C 16.874 8.079 13.405
C 17.035 9.155 14.382
C 18.426 8.873 14.930
O 19.169 8.179 13.862
H 16.482 8.349 12.424
H 16.322 7.284 13.906
H 16.930 10.065 13.792
H 16.292 9.261 15.172
H 18.932 9.833 15.033
H 18.362 8.296 15.853
O 28.445 12.388 10.219
C 27.240 12.154 10.148
C 26.355 12.613 9.047
C 24.986 12.105 9.326
C 25.119 11.451 10.720
O 26.568 11.507 11.030
H 26.412 13.676 9.279
H 26.713 12.457 8.029
H 24.285 12.929 9.456
H 24.802 11.320 8.592
H 24.634 12.171 11.379
H 24.694 10.459 10.874
O 11.267 2.225 12.160
C 10.904 1.253 11.495
C 11.375 -0.179 11.532
C 10.237 -1.078 11.085
C 9.399 -0.007 10.341
O 9.782 1.255 10.821
H 12.179 -0.116 10.798
H 11.834 -0.336 12.508
H 10.583 -1.915 10.479
H 9.664 -1.483 11.920
H 9.574 0.017 9.265
H 8.328 -0.143 10.496
O 17.831 -2.953 10.402
C 18.722 -2.149 10.697
C 19.988 -1.893 9.898
C 20.318 -0.582 10.582
C 19.762 -0.652 12.050
O 18.582 -1.406 11.729
H 20.647 -2.714 10.178
H 19.804 -1.670 8.847
H 21.388 -0.398 10.481
H 19.849 0.315 10.178
H 20.334 -1.299 12.715
H 19.498 0.312 12.486
C 16.115 14.496 6.493
C 15.644 14.632 7.936
C 16.957 14.978 8.628
O 17.885 14.136 7.945
C 17.641 14.309 6.551
H 15.676 15.280 5.877
H 15.689 13.560 6.131
H 15.142 13.771 8.379
H 14.867 15.370 8.133
H 16.813 14.657 9.660
H 17.317 16.005 8.582
H 18.022 13.368 6.154
H 18.120 15.215 6.181
C 16.903 8.371 23.824
C 16.842 7.306 24.826
C 16.039 6.197 24.193
O 15.083 6.951 23.374
C 15.720 8.108 22.844
H 17.895 8.274 23.384
H 16.839 9.377 24.239
H 16.117 7.742 25.514
H 17.789 7.039 25.295
H 15.474 5.627 24.930
H 16.598 5.462 23.614
H 14.947 8.874 22.790
H 16.039 8.108 21.802
C 24.781 11.113 18.577
C 24.837 9.936 19.536
C 25.444 10.601 20.826
O 26.158 11.812 20.280
C 26.172 11.670 18.794
H 23.991 11.804 18.871
H 24.627 10.720 17.572
H 25.469 9.146 19.129
H 23.830 9.543 19.678
H 25.961 9.898 21.479
H 24.499 10.882 21.292
H 26.910 10.942 18.458
H 26.381 12.596 18.258
C 22.762 4.805 5.044
C 22.318 5.496 6.320
C 23.465 5.231 7.270
O 24.038 3.983 6.910
C 23.408 3.549 5.671
H 23.497 5.432 4.538
H 21.888 4.611 4.422
H 21.299 5.159 6.512
H 22.250 6.578 6.211
H 23.209 5.115 8.324
H 24.237 5.998 7.209
H 22.491 2.960 5.712
H 24.198 3.099 5.071
C 9.724 10.950 9.081
C 9.980 9.845 10.073
C 10.703 8.733 9.274
O 11.179 9.463 8.161
C 10.300 10.525 7.702
H 10.213 11.873 9.395
H 8.655 11.164 9.107
H 9.076 9.524 10.590
H 10.748 10.201 10.759
H 9.970 7.968 9.014
H 11.511 8.332 9.886
H 9.516 10.231 7.004
H 10.774 11.352 7.174
*
```



(2)
This record from the OMol25 dataset describes 12 unconnected molecules or ions with the total composition C48H84N12 in a non-equilibrium geometry. The level of theory is ωB97M-V with the def2-TZVPD basis set.

As for the relative energy (zero: lowest compared OMol25 entry of this formula, charge and spin): 156.5 kcal/mol. As for the SMILES: CCCC#N.CCCC#N.CCCC#N.CCCC#N.CCCC#N.CCCC#N.CCCC#N.CCCC#N.CCCC#N.CCCC#N.CCCC#N.CCCC#N. The value obtained for the lowest unoccupied orbital energy is -0.0080 Ha. The value obtained for the total energy is -2536.13506 Ha.

```
! wB97M-V def2-TZVPD RIJCOSX def2/J DEFGRID3
* xyz 0 1
C -5.437 -21.291 2.761
C -4.095 -21.198 1.991
C -3.953 -19.920 1.131
C -2.619 -19.606 0.551
N -1.577 -19.375 0.151
H -6.315 -21.408 2.126
H -5.668 -20.440 3.401
H -5.573 -22.201 3.346
H -4.114 -22.111 1.396
H -3.254 -21.290 2.679
H -4.079 -19.068 1.800
H -4.708 -19.759 0.362
C -2.925 -25.074 8.554
C -2.951 -24.333 9.840
C -4.330 -23.733 10.262
C -5.205 -23.349 9.195
N -5.995 -23.016 8.402
H -3.274 -24.489 7.704
H -3.564 -25.957 8.537
H -1.982 -25.479 8.189
H -2.155 -23.593 9.754
H -2.565 -24.951 10.651
H -4.188 -22.868 10.910
H -4.812 -24.557 10.788
C 0.224 -11.984 0.459
C -1.094 -12.418 -0.228
C -2.376 -12.445 0.773
C -2.186 -13.418 1.909
N -2.071 -14.211 2.768
H 0.097 -10.997 0.904
H 1.130 -11.860 -0.133
H 0.476 -12.705 1.237
H -1.021 -13.308 -0.854
H -1.405 -11.641 -0.927
H -3.240 -12.760 0.189
H -2.485 -11.410 1.098
C -1.298 -18.959 7.620
C -0.455 -17.760 8.255
C -0.290 -17.865 9.822
C -1.502 -17.506 10.506
N -2.473 -17.225 11.075
H -1.073 -20.020 7.726
H -1.273 -18.820 6.539
H -2.327 -18.809 7.945
H -0.724 -16.764 7.901
H 0.532 -17.989 7.853
H 0.668 -17.430 10.109
H -0.087 -18.891 10.128
C -12.578 -18.911 -2.334
C -12.977 -18.909 -0.765
C -12.170 -19.907 0.035
C -12.364 -21.274 -0.552
N -12.419 -22.331 -1.048
H -11.492 -18.832 -2.381
H -13.128 -18.057 -2.728
H -12.773 -19.763 -2.986
H -14.045 -19.103 -0.662
H -12.886 -17.962 -0.232
H -12.747 -20.029 0.952
H -11.106 -19.682 0.109
C -0.236 -19.795 -6.852
C -0.591 -19.130 -5.541
C 0.155 -17.763 -5.445
C 1.566 -18.015 -5.072
N 2.606 -18.273 -4.688
H -0.796 -20.714 -7.028
H 0.840 -19.961 -6.909
H -0.427 -19.259 -7.781
H -0.476 -19.708 -4.624
H -1.671 -18.980 -5.559
H -0.214 -17.159 -4.616
H 0.010 -17.226 -6.383
C -5.221 -28.048 0.570
C -6.033 -29.072 1.401
C -7.170 -29.662 0.542
C -7.803 -30.856 1.175
N -8.265 -31.778 1.680
H -4.558 -27.370 1.108
H -5.869 -27.361 0.024
H -4.499 -28.540 -0.082
H -6.283 -28.576 2.338
H -5.369 -29.854 1.769
H -6.650 -29.974 -0.364
H -7.879 -28.915 0.184
C 0.469 -24.296 -3.203
C -1.000 -24.893 -2.961
C -1.909 -25.010 -4.189
C -1.543 -26.216 -4.964
N -1.251 -27.151 -5.587
H 0.609 -23.539 -2.431
H 0.627 -23.772 -4.145
H 1.173 -25.123 -3.111
H -1.506 -24.227 -2.263
H -0.898 -25.830 -2.413
H -1.856 -24.152 -4.859
H -2.896 -25.202 -3.768
C 1.247 -23.644 4.404
C 1.827 -24.375 3.195
C 1.906 -25.890 3.354
C 3.067 -26.310 4.232
N 4.028 -26.648 4.850
H 1.132 -22.571 4.252
H 1.905 -23.908 5.231
H 0.211 -23.970 4.490
H 2.849 -24.052 2.995
H 1.235 -24.157 2.306
H 2.078 -26.290 2.354
H 0.961 -26.298 3.713
C -9.324 -13.509 4.629
C -8.043 -14.184 4.067
C -8.330 -15.336 3.097
C -9.162 -16.443 3.638
N -9.846 -17.319 4.048
H -10.010 -14.237 5.062
H -9.851 -13.069 3.783
H -9.081 -12.623 5.216
H -7.565 -14.581 4.962
H -7.315 -13.464 3.693
H -7.512 -16.018 2.865
H -8.894 -15.018 2.220
C -8.844 -19.416 -9.088
C -8.758 -19.776 -7.586
C -7.342 -19.703 -7.141
C -6.893 -20.246 -5.859
N -6.540 -20.714 -4.831
H -8.052 -19.884 -9.672
H -8.646 -18.368 -9.310
H -9.817 -19.563 -9.557
H -8.929 -20.831 -7.373
H -9.558 -19.259 -7.057
H -7.173 -18.627 -7.093
H -6.698 -20.206 -7.862
C -11.049 -25.789 5.675
C -11.282 -24.309 5.484
C -12.477 -24.003 4.687
C -13.859 -24.254 5.145
N -14.932 -24.425 5.584
H -11.161 -26.341 4.742
H -11.738 -26.119 6.453
H -10.023 -25.971 5.996
H -10.379 -23.871 5.059
H -11.630 -23.780 6.371
H -12.315 -24.585 3.780
H -12.403 -22.962 4.370
*
```



(3)
This record from the OMol25 dataset describes 8 unconnected molecules or ions with the total composition C48H84N2O14S in a non-equilibrium geometry. The level of theory is ωB97M-V with the def2-TZVPD basis set.

The value obtained for the lowest unoccupied orbital energy is 0.0174 Ha. The value obtained for the total energy is -3440.21631 Ha.

```
! wB97M-V def2-TZVPD RIJCOSX def2/J DEFGRID3
* xyz 0 1
C 3.491 -1.347 3.573
C 2.567 -0.581 3.619
C 1.512 0.430 3.425
C 0.566 -0.031 2.290
C -0.816 0.652 2.349
C -1.549 1.086 1.050
C -1.454 0.130 -0.151
C -1.373 -1.361 0.225
C -2.454 -1.792 1.184
C -3.755 -1.474 1.086
O -0.547 0.399 -1.242
S 0.868 1.214 -1.212
O 0.696 2.073 -2.369
O 0.818 2.113 0.123
C -0.080 3.191 0.489
C -0.025 4.398 -0.455
C 1.272 5.209 -0.504
C 2.467 4.573 -1.247
C 3.546 3.972 -0.331
C 4.321 5.026 0.475
C 4.846 4.434 1.797
O 4.249 5.086 2.921
C 3.799 4.188 3.903
C 0.564 3.597 1.849
C 0.016 4.676 2.789
C -0.560 5.998 2.251
C -0.680 6.957 3.415
O -1.701 7.210 3.998
O 0.502 7.526 3.749
C -1.518 2.581 0.672
C -2.370 2.809 -0.610
C -3.849 2.512 -0.409
C -4.762 3.695 -0.116
N -4.304 1.336 -0.530
O -2.215 3.460 1.630
C -2.774 2.953 2.672
N -3.263 2.488 3.607
H 4.206 -2.124 3.448
H 2.000 1.377 3.200
H 0.939 0.492 4.354
H 1.112 0.044 1.354
H 0.436 -1.101 2.457
H -1.478 -0.036 2.876
H -0.751 1.497 3.037
H -2.599 0.929 1.318
H -2.433 0.204 -0.626
H -1.545 -1.872 -0.734
H -0.377 -1.655 0.532
H -2.134 -2.386 2.040
H -4.314 -1.296 2.002
H -4.309 -1.391 0.160
H -0.836 5.058 -0.131
H -0.304 4.147 -1.478
H 1.625 5.523 0.479
H 1.037 6.147 -1.017
H 2.168 3.845 -1.997
H 2.967 5.381 -1.793
H 4.269 3.491 -0.999
H 3.153 3.179 0.307
H 3.705 5.893 0.718
H 5.198 5.364 -0.075
H 5.933 4.548 1.872
H 4.638 3.361 1.844
H 4.601 3.543 4.282
H 2.990 3.545 3.532
H 3.413 4.765 4.745
H 1.607 3.812 1.623
H 0.636 2.682 2.430
H -0.745 4.249 3.446
H 0.825 4.933 3.480
H 0.057 6.493 1.504
H -1.582 5.849 1.912
H 0.393 7.888 4.641
H -2.363 3.874 -0.839
H -1.961 2.308 -1.485
H -5.535 3.424 0.599
H -4.203 4.575 0.197
H -5.248 3.956 -1.061
H -5.310 1.300 -0.370
C 2.291 -3.300 -2.090
C 2.627 -2.323 -0.994
O 1.843 -2.053 -0.111
C 3.982 -1.667 -1.037
H 1.284 -3.684 -1.936
H 2.340 -2.806 -3.061
H 2.996 -4.131 -2.086
H 4.089 -1.098 -1.962
H 4.772 -2.419 -0.992
H 4.086 -0.989 -0.193
C -8.834 -2.395 -0.852
C -7.662 -2.234 0.085
O -6.656 -1.650 -0.252
C -7.808 -2.840 1.455
H -8.607 -1.920 -1.804
H -9.035 -3.455 -1.012
H -9.723 -1.930 -0.421
H -7.971 -3.913 1.365
H -8.658 -2.391 1.973
H -6.902 -2.657 2.031
C 6.402 2.653 -3.692
C 6.257 1.189 -3.355
O 6.440 0.777 -2.234
C 5.866 0.264 -4.484
H 6.677 3.206 -2.796
H 7.173 2.788 -4.452
H 5.458 3.045 -4.074
H 6.615 0.303 -5.276
H 4.901 0.564 -4.896
H 5.794 -0.755 -4.112
C 9.420 4.864 -1.914
C 8.329 5.542 -1.122
O 7.171 5.205 -1.214
C 8.751 6.664 -0.205
H 8.989 4.081 -2.532
H 9.922 5.590 -2.556
H 10.155 4.424 -1.239
H 9.226 7.459 -0.781
H 9.460 6.293 0.537
H 7.878 7.065 0.305
C -11.509 -6.579 0.656
C -10.096 -6.536 1.181
O -9.353 -5.616 0.924
C -9.651 -7.693 2.040
H -11.702 -5.693 0.056
H -11.653 -7.468 0.040
H -12.216 -6.609 1.487
H -9.722 -8.626 1.478
H -10.285 -7.767 2.925
H -8.620 -7.541 2.351
C 0.786 -6.814 -4.143
C 2.212 -6.689 -3.669
O 2.935 -5.802 -4.064
C 2.696 -7.714 -2.674
H 0.580 -6.016 -4.855
H 0.634 -7.778 -4.628
H 0.105 -6.733 -3.302
H 2.622 -8.714 -3.102
H 2.083 -7.677 -1.773
H 3.734 -7.507 -2.418
C -2.552 -9.508 -2.538
C -1.369 -9.219 -1.648
O -0.375 -8.676 -2.075
C -1.484 -9.636 -0.203
H -2.344 -9.160 -3.547
H -2.749 -10.581 -2.563
H -3.438 -8.997 -2.159
H -1.638 -10.714 -0.136
H -2.329 -9.129 0.266
H -0.571 -9.372 0.326
*
```



> Which of these has the lowest lowest unoccupied orbital energy?

C48H84N12